No. 1
The following is a quantum chemistry calculation of 40 unconnected molecules or ions with the total composition H80O40 at a distorted geometry, from OMol25.

Each line ends with the Löwdin charge.
Geometry (Å):
O (1.51896, 5.26681, 2.88196)  -0.09
O (-0.40224, 2.20765, 2.75072)  -0.04
O (-5.59181, -1.86418, 1.26906)  -0.04
O (-2.48935, 0.51990, -5.93493)  -0.02
O (4.71853, -2.48215, -4.20008)  -0.01
O (2.98738, 1.04523, 1.51217)  0.00
O (-0.48880, -1.32013, 5.89597)  0.00
O (-3.70438, -1.18421, -0.80702)  -0.03
O (1.54819, -3.75251, 0.80208)  0.07
O (-0.01848, -1.84276, -3.90392)  -0.12
O (-1.11297, -2.59059, 1.17610)  -0.05
O (-5.16098, -3.81543, 2.75234)  -0.06
O (-3.22718, -0.91900, 2.39207)  -0.05
O (-2.71497, 1.78419, -1.17004)  -0.06
O (0.41285, -0.92680, 3.08815)  0.05
O (-1.85144, 0.94131, 1.17000)  0.06
O (-1.78716, -5.75829, -0.90022)  -0.10
O (-4.28366, 3.02818, 1.70192)  0.00
O (-3.07283, 2.00701, 5.42638)  -0.07
O (4.36706, -2.20094, -1.09497)  -0.03
O (1.20962, 2.20527, -4.67357)  -0.03
O (0.15185, -0.02834, -1.42658)  -0.04
O (4.91246, -1.81959, 1.81270)  -0.02
O (-2.41619, 3.86828, -3.34671)  -0.12
O (1.72638, 2.08603, 5.68857)  -0.02
O (-5.11531, 2.04817, -2.40779)  -0.05
O (0.51569, 5.67390, 0.53104)  -0.05
O (-2.53394, -2.16459, -3.94303)  -0.16
O (-1.23176, -3.84828, 3.25617)  -0.02
O (1.14676, 2.06130, -0.36265)  -0.08
O (0.72582, -0.18015, 0.90017)  -0.09
O (2.09339, -2.77405, 3.70265)  0.00
O (2.93493, 5.62027, -1.96635)  -0.08
O (2.86645, -1.56733, -2.81890)  -0.16
O (2.38895, -4.15815, -4.13245)  -0.01
O (0.01303, -4.39314, -3.09200)  -0.11
O (0.53624, 4.59085, -3.59222)  0.02
O (-1.51861, 4.04687, -0.27002)  -0.05
O (5.51882, 0.75109, 2.34814)  -0.10
O (4.89812, 0.54135, -0.73755)  -0.01
H (0.86280, -4.10685, -3.50388)  -0.02
H (-1.68856, -6.59064, -0.52970)  -0.03
H (-6.34429, -2.41623, 1.30923)  0.04
H (2.03730, 2.50989, -4.63252)  -0.05
H (2.37264, -2.90705, 4.61489)  0.08
H (5.76473, 0.79427, -0.55942)  0.02
H (-3.97303, 2.34397, 5.11993)  0.08
H (2.81142, 0.20218, 1.48137)  -0.06
H (4.61865, -0.99533, 2.14099)  -0.03
H (-4.50324, -3.15741, 2.70584)  -0.03
H (-0.50023, -1.36094, 4.97320)  -0.04
H (-0.85434, 4.58949, -0.76888)  0.05
H (1.29243, 5.70881, 1.02989)  -0.02
H (-1.34472, -1.66187, 1.18944)  0.01
H (1.05052, 5.12496, -4.20447)  0.09
H (2.29706, 1.42491, 5.98991)  -0.01
H (1.56757, 1.35159, -1.12488)  0.18
H (-1.97006, -0.26898, -5.65490)  0.04
H (-2.20604, 2.51438, -1.53829)  0.00
H (5.66205, -1.87453, 2.40658)  0.05
H (4.32177, -1.58291, -0.34494)  0.02
H (-1.53612, -4.62289, 2.88776)  -0.01
H (2.92428, -2.62295, 3.28964)  0.03
H (5.30306, -2.77838, -3.58888)  0.00
H (0.39293, 1.66123, -0.14105)  -0.09
H (-0.15028, 6.26778, 0.91790)  0.07
H (-2.77120, -3.13936, -3.86564)  0.05
H (0.79884, 2.80680, -4.00938)  0.01
H (0.86941, -0.93746, 1.44690)  0.00
H (3.41840, 4.94290, -1.31638)  0.13
H (2.99534, -3.80489, -4.78388)  0.06
H (-4.74329, 3.85022, 1.43322)  0.06
H (-3.51334, -0.39175, 3.11408)  0.04
H (-2.26566, 1.14585, -5.32590)  -0.05
H (-1.54684, 3.68119, -2.91272)  0.01
H (3.22595, -2.30803, -3.33769)  -0.03
H (-2.90565, -0.88889, -0.29394)  0.03
H (-0.34668, -1.27674, 3.32726)  -0.03
H (-3.51601, 1.79259, -1.71824)  -0.01
H (2.49302, 1.35383, 0.73475)  0.03
H (-1.01379, 2.45978, 3.42558)  0.02
H (-4.01086, -1.49270, 2.02039)  0.07
H (0.17887, 0.41623, 1.43161)  0.03
H (-2.73777, 1.37082, 4.79346)  0.00
H (1.34008, 1.87616, 4.83856)  0.01
H (-1.00018, -5.63277, -1.61427)  0.09
H (-5.00692, 2.51851, -1.57707)  0.04
H (0.86589, 4.72143, -2.78642)  -0.05
H (0.31640, -0.60921, -2.18415)  0.02
H (4.57469, 1.19639, 2.50795)  0.10
H (0.39718, -1.34174, 6.22000)  0.02
H (-5.46369, -1.61107, 0.36668)  0.02
H (0.79197, -2.28577, -4.45747)  0.15
H (-1.66597, -3.03361, 0.44331)  0.13
H (2.94136, -4.63135, -3.55967)  0.05
H (-2.02068, 0.71500, 0.33037)  -0.04
H (-3.47540, -1.31754, -1.71579)  0.02
H (-1.86977, 0.32877, 1.72584)  -0.10
H (-4.29761, 2.44842, 1.03762)  -0.07
H (4.60075, -1.62428, -1.71207)  -0.07
H (-1.56083, -2.19228, -3.47037)  0.06
H (-0.98821, 2.16114, 1.96916)  0.01
H (-0.95834, -3.38632, 2.48826)  -0.08
H (-0.60167, -4.47579, -3.88318)  0.08
H (2.29759, 4.81027, 3.00294)  -0.02
H (4.68043, -1.49225, -4.23016)  0.11
H (1.01915, -4.43127, 0.85178)  -0.05
H (0.64590, -1.37870, -3.35247)  0.01
H (-2.18262, 4.69675, -0.05768)  0.04
H (1.22811, -2.95548, 1.05896)  -0.05
H (-4.69073, -4.54289, 2.24264)  0.09
H (-0.39416, -0.63672, -0.95843)  0.02
H (-5.14660, 2.60807, -3.21869)  0.08
H (2.68057, -1.86865, -1.79175)  0.15
H (5.98022, 1.45559, 2.76731)  0.02
H (0.69040, 4.55408, 2.85657)  0.15
H (-2.54122, 3.04775, -4.02721)  0.12
H (2.13334, 5.41062, -1.53115)  -0.04
H (4.41767, 0.60594, 0.08313)  -0.01
H (0.97641, -1.53723, 3.43139)  -0.04

As for the spin multiplicity: 1. As for the lowest unoccupied orbital energy: -0.24 eV. For the HOMO energy, the calculation gives -10.39 eV. The energy above the lowest of the compared OMol25 structures with the same formula, charge and spin is 1552.59 kJ/mol. As for the gap between HOMO and LUMO: 10.144 eV. The calculation puts the electronic energy at -83189.7240 eV.


No. 2
The following is a quantum chemistry calculation of 40 unconnected molecules or ions with the total composition H80O40 at a distorted geometry, from OMol25.

Each line ends with the Löwdin charge.
Geometry (Å):
O (-1.40902, -1.77108, 5.59158)  -0.05
O (-3.70701, 3.05310, -2.28897)  -0.04
O (-1.24446, -3.96523, 3.67665)  -0.07
O (0.18292, 5.46560, -0.78122)  -0.04
O (1.71281, 1.31235, 0.72443)  -0.04
O (2.14241, -0.53766, 3.21568)  -0.11
O (-1.29000, 3.16487, -3.01312)  -0.09
O (2.50840, 1.28888, -3.24177)  -0.08
O (2.32579, 4.09685, 0.62005)  -0.07
O (5.89946, 0.90867, -1.78544)  -0.02
O (0.68585, -1.11194, 1.15590)  -0.06
O (-3.12262, -0.15371, -3.15626)  -0.05
O (-3.07896, 1.34125, -5.09172)  -0.09
O (-0.87047, 0.05017, 3.68852)  -0.06
O (-1.54773, 5.60403, 2.01458)  -0.04
O (1.78080, -3.19830, 2.67683)  -0.07
O (3.79985, 1.98351, -0.85565)  -0.10
O (1.24057, -3.49299, -4.91344)  -0.05
O (-2.32938, 0.74734, -0.56571)  -0.05
O (-0.86004, -1.73369, -0.89795)  -0.06
O (-3.70675, -2.57078, -0.92346)  -0.05
O (1.99876, 4.36148, 2.92947)  -0.06
O (-1.59852, -4.01872, 0.51880)  -0.04
O (-2.50750, 2.37698, 5.19790)  -0.06
O (0.27686, 0.09091, -4.90913)  -0.03
O (3.91791, -1.16603, 0.48169)  -0.05
O (2.36204, -1.00463, -2.03580)  -0.03
O (-4.87536, 1.65474, -0.14539)  -0.04
O (4.37176, -5.24138, -1.34506)  -0.07
O (-2.01721, 2.12053, 2.45695)  -0.05
O (0.39399, -5.45377, -3.29863)  -0.04
O (4.37565, -3.45808, 3.95321)  -0.03
O (0.24017, 0.76923, -2.04686)  -0.07
O (-0.93707, 3.21057, -0.36039)  -0.06
O (3.27574, -5.07995, 1.74865)  -0.06
O (-5.86990, 0.97477, 2.62788)  -0.03
O (-1.76550, -2.96308, -2.97301)  -0.03
O (-2.18627, -1.42445, 1.59119)  -0.04
O (2.92499, 0.08421, -6.05925)  -0.05
O (-0.04580, 3.38424, 5.71537)  -0.04
H (-2.14443, -4.22208, 3.90628)  0.03
H (-1.39761, -2.16749, -1.57317)  -0.02
H (3.55124, -3.87596, 4.14685)  0.00
H (-3.77155, -3.17513, -0.17128)  0.05
H (1.67028, -0.60092, -1.50518)  0.01
H (1.85675, -2.21350, 2.56604)  0.00
H (-5.01289, 0.92605, 3.07469)  0.05
H (-0.59020, 4.07931, -0.05980)  0.02
H (-2.41905, 1.63121, -0.22351)  0.00
H (-1.23050, -3.38311, -3.65910)  0.05
H (-2.28391, 3.30748, -3.05893)  0.02
H (2.21171, -1.94723, -2.01690)  0.07
H (2.20457, 4.19539, -0.32439)  0.05
H (2.84711, -0.14660, -5.12059)  0.02
H (1.65009, -0.87342, 2.38897)  -0.02
H (-0.37801, 0.15060, 4.50075)  0.04
H (0.83784, -5.67294, -4.09001)  0.00
H (-1.17666, 5.02266, 2.68407)  0.01
H (-2.00934, -1.39986, 6.23228)  0.04
H (-1.70975, 2.95331, 0.14834)  0.00
H (-2.48271, 5.66703, 2.25504)  0.05
H (-2.41441, -0.94780, 2.40032)  0.04
H (-5.91579, 0.24814, 2.00818)  0.03
H (3.77956, -4.67268, -0.81965)  0.02
H (-0.42132, 3.95871, 5.05085)  0.02
H (1.93595, -3.40089, 3.59430)  0.02
H (2.69725, 0.07466, 2.69763)  0.04
H (4.71055, 1.63787, -1.03472)  -0.01
H (-1.14505, -3.89559, -0.30787)  0.01
H (-0.87110, -0.79094, -0.91194)  -0.01
H (-3.98202, -0.24901, -2.71164)  0.06
H (-5.59356, 2.05291, -0.63587)  0.07
H (-1.98607, 2.73673, 5.91158)  0.01
H (-1.93986, -3.74798, -2.43375)  0.06
H (-0.61972, -2.23740, 5.87851)  0.05
H (-0.49360, 1.24602, -1.60852)  0.02
H (0.88387, 1.75157, 0.68048)  0.01
H (3.26678, 0.97363, -6.02761)  0.04
H (-1.03382, -4.64472, 3.01242)  0.04
H (-0.64010, -0.79867, 3.29139)  0.02
H (0.27290, -1.91495, 0.80242)  0.06
H (-3.03296, 2.17952, -5.60246)  0.06
H (3.67224, -4.90772, 2.61220)  0.00
H (-2.51285, 1.73207, -4.40319)  -0.01
H (2.44135, 4.91979, 2.29287)  0.01
H (2.53613, 1.79485, 0.53995)  0.02
H (-1.10771, 2.17555, 2.73266)  0.03
H (-3.71220, 3.20156, -1.33860)  0.04
H (0.18599, -0.69975, -4.39882)  0.02
H (-3.62384, 2.06945, -2.19938)  0.04
H (1.12992, 4.28051, 2.54757)  0.01
H (-0.05095, 0.77227, -2.98190)  0.04
H (-2.10101, -0.72461, 0.93613)  0.01
H (5.28987, 0.49470, -2.43248)  0.08
H (3.23401, 4.27486, 0.88022)  0.06
H (5.97631, 1.73283, -2.27400)  0.06
H (-1.73935, -3.12195, 0.79604)  -0.03
H (-2.58976, 2.88545, 4.38619)  0.00
H (-1.45541, 2.27976, -2.64193)  -0.02
H (3.39623, 2.24762, -1.70864)  0.03
H (3.81356, -1.98624, 0.98205)  0.03
H (-3.91399, -3.18820, -1.63443)  0.05
H (4.22431, -2.50914, 3.98629)  0.05
H (1.70113, 1.72505, -2.94060)  0.03
H (5.11525, -4.61404, -1.33697)  0.05
H (1.00828, 0.28483, -5.49813)  0.02
H (2.47386, 0.44096, -2.77239)  -0.03
H (-5.19026, 1.25760, 0.68390)  0.02
H (-2.45124, 1.48409, 3.01575)  0.00
H (-0.27139, 5.29109, -1.60345)  0.05
H (0.71337, 6.23899, -0.59648)  0.07
H (3.91552, -5.57645, 1.25957)  0.01
H (0.74494, -4.15875, -5.42347)  0.05
H (0.99345, -5.57302, -2.55013)  0.06
H (0.79562, -0.74068, 0.26713)  0.03
H (0.48598, -2.89879, -4.83190)  0.01
H (3.09702, -0.65674, 0.49669)  -0.01
H (-2.85543, -1.06990, -2.98335)  0.01
H (-3.21611, 0.39111, -0.42896)  0.04
H (0.71956, 2.93822, 5.33236)  0.06

As for the spin multiplicity: 1. As for the lowest unoccupied orbital energy: -0.40 eV. For the HOMO energy, the calculation gives -10.21 eV. The energy above the lowest of the compared OMol25 structures with the same formula, charge and spin is 964.54 kJ/mol. As for the gap between HOMO and LUMO: 9.806 eV. The calculation puts the electronic energy at -83195.8187 eV.


No. 3
The following is a quantum chemistry calculation of 5 unconnected molecules or ions with the total composition H8IO4, from OMol25.

Each line ends with the Löwdin charge.
Geometry (Å):
I (-0.66618, -0.17790, -0.04609)  -0.08
O (-0.18162, -1.78535, 3.24853)  -0.13
O (1.60685, -3.02180, -0.20433)  -0.13
O (-0.15594, 1.74019, -3.09291)  -0.14
O (0.01776, 3.41600, 0.39919)  -0.13
H (0.29269, 2.49541, 0.24877)  -0.09
H (-0.86458, 3.42567, 0.01457)  0.01
H (-0.17329, 1.46825, -2.15836)  -0.13
H (1.09666, -3.71020, -0.64063)  0.01
H (1.08688, -2.21272, -0.36944)  -0.13
H (-0.82267, -1.27745, 3.75464)  0.01
H (-0.84364, 1.19025, -3.48028)  0.01
H (-0.39292, -1.55037, 2.32634)  -0.11

As for the spin multiplicity: 1. As for the lowest unoccupied orbital energy: 3.43 eV. For the HOMO energy, the calculation gives -4.82 eV. The energy above the lowest of the compared OMol25 structures with the same formula, charge and spin is 24.22 kJ/mol. As for the gap between HOMO and LUMO: 8.256 eV. The charge is -1. The calculation puts the electronic energy at -16424.0111 eV.